Entry from the Open Molecules 2025 dataset: C24H19F6GaN4O7PS3 as an isolated structure (wB97M-V/def2-TZVPD).

CARTESIAN COORDINATES (ANGSTROEM)
1 O 2.76298 4.34181 -0.43552
2 P -1.66271 0.38896 -1.44620
3 H -3.70851 0.69632 -0.26515
4 F -0.33396 5.22700 -2.38941
5 H 0.95689 0.18665 -2.65643
6 C 0.95841 5.37882 -2.12386
7 H 1.88235 -2.13298 5.29579
8 C 0.75932 -0.29935 3.17149
9 F 1.68512 4.98362 -3.14723
10 S -0.97885 4.68119 0.81079
11 H -2.22197 -0.60499 1.16844
12 H 1.91249 0.23467 -0.42324
13 C 2.01061 -1.06394 1.27159
14 O 2.69055 -7.08876 1.57176
15 H -0.57576 -4.56764 1.00389
16 H 0.40282 -0.40682 4.18640
17 C 0.67223 0.48028 -4.75129
18 N 2.13660 -5.18351 3.90340
19 H -3.09522 0.85802 -3.95961
20 F -0.22713 4.07792 3.23415
21 C -2.03905 0.75361 -4.16822
22 C 1.55554 -1.27842 2.57644
23 C 1.91715 -2.88846 4.52293
24 C 2.12181 -4.23745 4.82497
25 F -0.66919 6.17543 2.90071
26 C -0.70546 -2.22385 -1.43320
27 H 0.09403 0.78014 -6.79343
28 O -1.88124 5.57718 0.19233
29 C -0.24610 0.71060 -5.76909
30 C -3.40012 0.84256 -1.29996
31 C -1.12156 0.51869 -3.14662
32 O 1.82602 -5.31859 0.11086
33 O 0.82299 2.98148 -1.11790
34 C -0.80173 -3.61659 0.52803
35 C -1.59473 0.84763 -5.47911
36 H 2.26498 -4.55942 5.85055
37 H -0.35482 1.50337 2.81166
38 C -1.45070 -2.60236 1.22671
39 H 2.63867 -1.80374 0.79459
40 H 1.72312 0.36686 -4.97930
41 H -3.99936 0.18511 -1.93003
42 C 0.23733 0.38848 -3.44233
43 S 1.37208 4.31135 -0.66441
44 H -2.30708 1.02353 -6.27330
45 C 1.99017 -4.79937 2.62934
46 N 0.72031 0.92782 1.13205
47 O -1.38353 3.22865 0.67813
48 C -1.03930 4.94489 2.64201
49 C 0.33154 0.76628 2.41430
50 H -0.42976 -2.08286 -2.47051
51 F 1.21584 6.62842 -1.81304
52 C 1.82196 -2.60337 3.17797
53 H -3.55887 1.88321 -1.58123
54 C -0.41872 -3.42046 -0.79421
55 Ga -0.37221 1.85710 -0.16236
56 H -1.74883 -2.76163 2.25548
57 H 0.12488 -4.21261 -1.29352
58 S 1.71739 -6.05686 1.35888
59 C 1.58719 0.03901 0.59129
60 N 0.54148 4.85595 0.53187
61 O 0.33607 -6.40887 1.69056
62 N 1.89110 -3.53845 2.23485
63 C -1.71662 -1.39150 0.61284
64 F -2.28118 4.72820 3.02925
65 C -1.35778 -1.20796 -0.72663

As for the total charge: +1. The value obtained for the frontier orbital gap is 0.2094 Eh. Its total energy is -5731.31915 Ha. Its energy relative to the best compared isomer or geometry (same formula, charge and spin) is 0.00 kJ/mol. For the HOMO energy, the calculation gives -10.0472 eV. The LUMO energy comes out at -4.35 eV.


Entry from the Open Molecules 2025 dataset: C27H29BClF4N2O5Sr as an isolated structure (wB97M-V/def2-TZVPD).

CARTESIAN COORDINATES (ANGSTROEM)
1 H 4.09378 6.87467 -1.00608
2 H 3.91636 2.37561 -2.31816
3 H -7.02161 1.01100 4.08979
4 H 0.10006 -8.92932 0.99206
5 C -4.05836 2.47477 4.85300
6 C 0.15655 -4.97913 0.24161
7 H 1.53616 -0.32465 0.93545
8 C -3.85750 1.14163 2.85572
9 O -3.57476 -0.29473 1.00250
10 C 1.43801 -4.18595 0.27536
11 H -3.61508 -4.06203 -1.29633
12 H -1.10734 -9.16605 -0.26939
13 H 1.60539 -3.66177 -0.66879
14 F -3.19317 1.22057 -1.84345
15 O 1.91607 5.32589 -1.01513
16 C -1.07497 -4.37189 -0.00187
17 H 1.40183 -3.42494 1.05361
18 H 2.90558 6.17422 -3.05923
19 C 3.87059 5.73019 -2.81507
20 C -0.88873 -8.61975 0.65155
21 C -3.29505 1.98552 3.80215
22 H 0.47993 2.68683 -1.64567
23 H 5.62354 6.25749 -1.65056
24 C -0.94944 -7.13095 0.43132
25 C 1.80215 0.63537 0.50400
26 C 5.84793 3.31937 -2.31275
27 H 4.16161 3.04279 0.52636
28 C 2.96627 1.28808 0.87582
29 H 3.63108 0.84492 1.60440
30 B -2.32214 1.30696 -3.02119
31 O -1.89173 1.10327 1.51316
32 H -2.25285 2.25665 3.69682
33 Cl -6.37153 2.74026 6.24746
34 C 2.36283 3.02444 -0.64460
35 N 0.94179 1.12823 -0.38711
36 O -0.68283 -2.12163 0.65395
37 H 4.81997 7.63009 -2.42700
38 H -3.07918 -7.08979 0.18952
39 C -5.19799 0.78781 2.96238
40 C -3.58375 -4.48460 -0.29261
41 C -1.13199 -2.88663 -0.25344
42 C 0.20023 -6.35727 0.44512
43 H -1.61690 -8.94161 1.39856
44 C -2.16701 -6.49973 0.19914
45 C -3.04066 0.60950 1.70688
46 H -5.61183 0.12407 2.21583
47 H 6.34941 2.41614 -2.66529
48 H -3.76781 -3.65902 0.39846
49 C 4.65294 6.67763 -1.91997
50 H 2.28837 -4.84505 0.45489
51 N 3.62428 4.43122 -2.19479
52 H 4.40507 5.54532 -3.74864
53 O -1.61175 -2.48621 -1.35542
54 C -5.39138 2.11454 4.93202
55 C 4.37683 3.28531 -2.69354
56 H 5.96573 3.37552 -1.22891
57 F -2.35688 2.58185 -3.52759
58 H -3.63216 3.12934 5.60076
59 H -4.39063 -5.21053 -0.18572
60 H 6.36004 4.17791 -2.75111
61 Sr -1.67919 -0.20289 -0.52108
62 C 3.25505 2.50222 0.27796
63 C -5.97711 1.27569 3.99946
64 C 2.60248 4.35757 -1.29396
65 H 4.27374 3.26402 -3.78241
66 F -0.97068 1.01889 -2.53543
67 F -2.68140 0.33186 -3.91946
68 C -2.24936 -5.13234 -0.03049
69 H 1.16021 -6.83327 0.62281
70 C 1.20287 2.31653 -0.92764

As for the total charge: -1. The value obtained for the frontier orbital gap is 0.3135 Eh. Its total energy is -2447.79081 Ha. Its energy relative to the best compared isomer or geometry (same formula, charge and spin) is 68.30 kJ/mol. For the HOMO energy, the calculation gives -6.2968 eV. The LUMO energy comes out at 2.23 eV.